Record 1
The following is a DFT calculation (ωB97M-V/def2-TZVPD) of a cluster of 6 separate species, C24H57Cl6N3 in total in a non-equilibrium geometry.

Properties
Energy relative to the best compared isomer or geometry (same formula, charge and spin) (kJ/mol): 200.1
Frontier orbital gap (eV): 7.99
Net charge: 0
SMILES string: CCN(CC)CC.CCN(CC)CC.CCN(CC)CC.ClCCCl.ClCCCl.ClCCCl

Positions of all 90 atoms, in Å:
Cl  19.495  23.137  29.984
C  19.031  23.866  28.556
C  17.561  24.002  28.490
Cl  16.902  24.123  26.769
H  19.269  23.352  27.678
H  19.575  24.821  28.353
H  17.130  24.897  28.953
H  17.116  23.354  29.024
Cl  21.479  17.772  27.106
C  21.624  18.929  28.418
C  20.204  19.423  28.858
Cl  19.260  20.389  27.661
H  22.042  19.837  28.040
H  21.793  18.603  29.234
H  20.411  20.038  29.815
H  19.480  18.772  29.338
Cl  25.542  14.092  30.023
C  25.365  15.300  28.608
C  23.754  15.577  28.485
Cl  22.949  14.167  27.699
H  25.768  14.918  27.685
H  25.617  16.344  28.681
H  23.367  16.493  27.878
H  23.212  15.820  29.460
C  23.887  25.912  28.533
C  23.681  24.309  29.057
N  24.412  23.428  28.087
C  25.094  22.292  28.690
C  24.569  21.600  29.728
C  23.630  23.012  27.015
C  24.423  22.823  25.736
H  24.858  26.231  28.538
H  23.351  26.482  29.353
H  23.347  25.907  27.606
H  22.649  24.224  29.295
H  24.093  24.269  29.991
H  25.919  22.813  29.140
H  25.873  21.922  28.157
H  23.754  21.944  30.506
H  25.229  21.184  30.428
H  24.159  20.555  29.435
H  22.873  23.874  26.770
H  23.179  22.174  27.311
H  25.075  23.710  25.640
H  23.813  22.767  24.863
H  25.104  21.878  25.587
C  16.469  17.953  30.364
C  17.549  17.381  31.417
N  18.826  16.790  30.730
C  19.985  16.914  31.594
C  19.710  16.742  32.998
C  18.632  15.552  30.157
C  19.855  14.941  29.340
H  15.596  18.476  30.979
H  15.907  17.288  29.797
H  16.832  18.602  29.677
H  17.123  16.849  32.041
H  17.893  18.150  32.089
H  20.016  17.854  31.578
H  20.886  16.761  31.169
H  18.865  16.872  33.745
H  20.693  17.229  33.357
H  20.108  15.716  33.206
H  17.816  15.565  29.532
H  18.404  14.932  30.952
H  19.496  14.173  28.819
H  20.508  14.433  30.054
H  20.465  15.598  28.850
C  20.445  24.663  25.173
C  20.382  23.220  24.964
N  20.106  22.809  23.637
C  20.715  21.583  23.255
C  20.625  20.546  24.150
C  18.725  22.786  23.111
C  18.305  22.449  21.675
H  21.142  25.243  24.378
H  20.868  24.833  26.183
H  19.456  24.893  25.029
H  19.616  22.812  25.650
H  21.227  22.934  25.416
H  21.741  21.866  23.401
H  20.704  21.391  22.014
H  20.636  20.528  25.127
H  21.577  19.794  24.069
H  19.847  19.950  23.789
H  18.106  23.721  23.348
H  18.142  22.176  23.843
H  17.180  22.648  21.650
H  18.426  21.442  21.435
H  18.807  23.031  20.860

---

Record 2
The following is a DFT calculation (ωB97M-V/def2-TZVPD) of a cluster of 7 separate species, C24H57Cl7N3O10 in total in a non-equilibrium geometry.

Properties
Energy relative to the best compared isomer or geometry (same formula, charge and spin) (kJ/mol): 0.0
Frontier orbital gap (eV): 8.90
Net charge: -1

Positions of all 101 atoms, in Å:
Cl  -0.919  -0.096  1.518
O  -0.924  1.080  2.339
O  -0.141  -1.123  2.157
O  -2.270  -0.529  1.405
O  -0.444  0.202  0.247
Cl  3.780  3.130  0.905
C  2.962  1.925  -0.054
C  3.252  1.997  -1.614
Cl  2.768  3.576  -2.272
H  1.902  1.982  0.195
H  3.326  1.009  0.410
H  2.737  1.176  -2.112
H  4.333  2.053  -1.742
Cl  2.552  -0.419  6.300
C  2.095  -0.788  4.595
C  3.033  -1.748  3.872
Cl  4.693  -1.190  3.750
H  2.140  0.229  4.206
H  1.074  -1.166  4.648
H  2.736  -2.044  2.865
H  3.028  -2.670  4.453
Cl  -1.440  -0.823  8.227
C  -1.078  -0.840  6.505
C  -2.223  -1.130  5.490
Cl  -3.173  -2.515  5.995
H  -0.248  -1.543  6.435
H  -0.813  0.175  6.210
H  -1.833  -1.411  4.512
H  -2.950  -0.337  5.315
C  -2.399  1.892  -2.955
O  -3.111  1.540  -4.100
C  -3.091  0.189  -4.481
C  -3.579  -0.831  -3.450
N  -3.479  -2.188  -3.911
C  -2.078  -2.594  -3.873
C  -1.429  -2.672  -2.434
O  -2.003  -3.731  -1.735
C  -2.630  -3.475  -0.460
H  -2.783  2.874  -2.677
H  -1.328  1.847  -3.147
H  -2.512  1.151  -2.163
H  -2.023  0.097  -4.681
H  -3.656  0.118  -5.411
H  -4.632  -0.657  -3.228
H  -3.158  -0.612  -2.469
H  -3.952  -2.883  -3.351
H  -1.345  -1.933  -4.335
H  -1.981  -3.572  -4.345
H  -1.532  -1.662  -2.037
H  -0.352  -2.836  -2.414
H  -1.973  -3.111  0.330
H  -3.073  -4.404  -0.102
H  -3.491  -2.816  -0.571
C  2.980  -1.909  -2.207
O  2.196  -2.881  -1.561
C  1.827  -2.579  -0.237
C  1.244  -3.865  0.422
N  2.102  -5.022  0.519
C  3.459  -4.970  1.081
C  4.153  -6.318  0.800
O  4.114  -6.711  -0.538
C  4.870  -7.879  -0.932
H  3.865  -1.602  -1.648
H  2.408  -1.008  -2.429
H  3.192  -2.491  -3.103
H  1.040  -1.831  -0.324
H  2.687  -2.214  0.325
H  0.328  -4.199  -0.066
H  0.891  -3.660  1.433
H  2.215  -5.330  -0.436
H  3.375  -4.870  2.163
H  4.088  -4.207  0.623
H  3.662  -7.154  1.298
H  5.195  -6.212  1.102
H  4.628  -8.232  -1.934
H  4.673  -8.640  -0.177
H  5.927  -7.674  -0.759
C  -4.504  5.711  0.989
O  -3.730  4.490  1.160
C  -2.487  4.486  1.840
C  -1.383  4.374  0.828
N  -1.310  5.649  0.031
C  -0.328  5.505  -1.012
C  -0.073  6.823  -1.777
O  -1.321  7.232  -2.308
C  -1.198  8.467  -3.029
H  -3.848  6.569  1.140
H  -5.303  5.714  1.731
H  -4.973  5.761  0.007
H  -2.368  3.636  2.512
H  -2.405  5.412  2.408
H  -1.508  3.459  0.249
H  -0.415  4.166  1.283
H  -2.179  5.531  -0.469
H  -0.320  4.642  -1.678
H  0.658  5.438  -0.554
H  0.627  6.683  -2.601
H  0.366  7.666  -1.244
H  -0.600  8.140  -3.880
H  -0.706  9.225  -2.419
H  -2.180  8.785  -3.379

---

Record 3
The following is a DFT calculation (ωB97M-V/def2-TZVPD) of a cluster of 3 separate species, C24H57FIN3O10P3 in total in a non-equilibrium geometry.

Properties
Frontier orbital gap (eV): 6.55
Net charge: +1

Positions of all 99 atoms, in Å:
C  3.266  -1.524  -0.574
C  2.071  -0.380  -0.814
C  2.736  1.113  -0.461
F  1.955  1.866  0.559
N  3.081  1.902  -1.703
C  3.971  3.092  -1.422
N  3.355  4.458  -1.216
N  5.330  2.901  -1.362
C  6.207  4.142  -1.123
O  6.056  4.719  0.222
O  6.606  5.901  0.141
C  6.067  1.587  -1.508
C  7.072  1.501  -2.809
C  6.728  0.210  -3.813
I  9.123  1.147  -2.021
P  1.658  2.311  -2.694
C  2.155  3.183  -4.318
C  2.221  4.819  -4.241
C  0.352  3.333  -1.747
C  -0.792  2.262  -1.214
H  2.763  -2.566  -0.400
H  4.016  -1.482  -1.475
H  3.902  -1.299  0.410
H  1.120  -0.615  -0.171
H  1.790  -0.482  -1.963
H  3.776  0.853  0.064
H  3.705  5.172  -1.892
H  3.401  4.781  -0.225
H  5.985  4.875  -2.007
H  7.346  3.798  -1.212
H  6.131  6.480  -0.532
H  6.758  1.478  -0.542
H  5.389  0.634  -1.523
H  7.073  2.524  -3.413
H  5.601  0.238  -4.147
H  6.940  -0.813  -3.277
H  7.423  0.269  -4.770
H  3.219  2.795  -4.616
H  1.312  2.915  -5.119
H  3.362  5.161  -4.198
H  1.734  5.278  -3.256
H  1.776  5.358  -5.197
H  -0.219  4.071  -2.488
H  0.784  3.898  -0.799
H  -0.240  1.213  -1.076
H  -1.628  2.078  -2.031
H  -1.293  2.579  -0.194
O  -2.272  -0.675  3.346
P  -3.200  -0.127  4.457
O  -4.540  -0.098  3.487
C  -5.223  -1.326  3.287
C  -6.008  -1.725  4.523
O  -2.683  1.440  4.236
C  -1.367  1.725  3.782
C  -1.384  2.000  2.288
O  -4.237  0.485  5.700
C  -4.649  1.844  5.815
C  -5.485  2.363  4.657
H  -4.513  -2.110  3.007
H  -5.910  -1.183  2.450
H  -5.335  -1.963  5.352
H  -6.626  -2.604  4.322
H  -6.654  -0.906  4.856
H  -0.672  0.921  4.043
H  -1.023  2.621  4.308
H  -1.863  1.191  1.728
H  -0.368  2.135  1.905
H  -1.961  2.906  2.075
H  -3.787  2.486  6.011
H  -5.269  1.892  6.718
H  -4.901  2.437  3.733
H  -5.866  3.364  4.881
H  -6.332  1.702  4.456
O  -3.692  -5.094  1.354
P  -3.735  -4.818  -0.169
O  -2.671  -6.030  -0.537
C  -3.187  -7.352  -0.591
C  -4.015  -7.567  -1.844
O  -2.659  -3.551  -0.057
C  -2.580  -2.754  1.116
C  -1.420  -3.220  1.981
O  -3.783  -4.509  -1.871
C  -2.779  -3.804  -2.595
C  -1.410  -4.463  -2.604
H  -3.777  -7.562  0.306
H  -2.333  -8.034  -0.597
H  -4.926  -6.960  -1.818
H  -4.307  -8.617  -1.939
H  -3.456  -7.272  -2.738
H  -3.527  -2.755  1.665
H  -2.399  -1.721  0.802
H  -1.475  -4.292  2.196
H  -1.397  -2.675  2.929
H  -0.470  -3.059  1.462
H  -2.726  -2.766  -2.258
H  -3.133  -3.764  -3.632
H  -0.946  -4.453  -1.611
H  -0.736  -3.932  -3.282
H  -1.477  -5.506  -2.922

---

Among the records above, which one has the highest net charge?
C24H57FIN3O10P3